This record from the Open Molecules 2025 dataset describes a 11-piece molecular cluster, C26H62O24 overall at a distorted geometry. The level of theory is ωB97M-V/def2-TZVPD.

Calculated values
ΔE to the lowest compared entry with this formula, charge and spin = 0.00 kJ/mol
gap between HOMO and LUMO = 6.61 eV
total charge = -2
LUMO level = 4.0 eV
DFT total energy = -77104.43031 eV

Last column: Löwdin charge in e.
CARTESIAN COORDINATES (ANGSTROEM)
C: 13.914 15.558 11.015  -0.016
C: 12.825 15.551 11.865  -0.359
C: 11.440 15.428 11.264  -0.337
O: 10.446 15.321 12.035  0.006
C: 11.216 15.288 9.894  0.023
C: 12.342 15.214 9.030  -0.263
C: 13.784 15.450 9.603  -0.304
O: 14.774 15.510 8.828  -0.084
O: 12.204 14.918 7.801  -0.111
O: 13.050 15.748 13.088  0.006
H: 14.937 15.530 11.368  0.103
H: 10.220 15.085 9.535  0.110
C: 11.768 13.768 17.138  -0.254
C: 10.857 12.841 16.309  -0.245
O: 10.167 13.579 15.307  -0.066
O: 11.077 14.960 17.481  -0.062
H: 12.673 14.020 16.583  0.114
H: 12.018 13.188 18.034  0.103
H: 10.091 12.545 17.035  0.106
H: 11.448 12.046 15.854  0.114
H: 10.006 12.970 14.570  0.038
H: 11.585 15.436 18.140  0.073
C: 15.940 16.495 5.984  -0.276
C: 15.966 16.863 4.520  -0.267
O: 14.816 16.412 3.821  -0.073
O: 14.877 17.152 6.646  -0.070
H: 16.907 16.673 6.466  0.108
H: 15.766 15.410 5.980  0.109
H: 16.889 16.509 4.050  0.105
H: 16.067 17.954 4.450  0.107
H: 14.120 16.259 4.481  0.052
H: 14.758 16.598 7.453  0.043
C: 9.888 16.188 5.971  -0.247
C: 10.995 16.068 4.937  -0.213
O: 12.231 16.533 5.497  -0.108
O: 9.822 15.022 6.769  -0.117
H: 8.917 16.295 5.477  0.103
H: 9.976 17.016 6.680  0.116
H: 10.850 16.621 4.008  0.109
H: 11.176 15.033 4.632  0.118
H: 12.407 16.084 6.340  0.043
H: 10.732 14.747 7.050  0.038
C: 13.168 18.985 9.615  -0.231
C: 12.179 19.189 8.501  -0.248
O: 11.761 20.513 8.195  -0.065
O: 12.481 19.051 10.870  -0.079
H: 13.928 19.782 9.639  0.118
H: 13.740 18.052 9.631  0.102
H: 11.287 18.616 8.768  0.119
H: 12.499 18.660 7.596  0.110
H: 12.519 20.917 7.761  0.074
H: 13.204 18.958 11.517  0.033
C: 16.084 13.640 13.400  -0.272
C: 16.964 12.598 14.022  -0.233
O: 16.373 12.052 15.210  -0.076
O: 15.892 14.734 14.261  -0.060
H: 15.144 13.227 13.012  0.056
H: 16.455 14.011 12.433  0.112
H: 17.929 13.043 14.289  0.111
H: 17.245 11.774 13.367  0.111
H: 16.611 12.550 15.992  0.072
H: 15.132 15.254 13.977  0.052
C: 18.212 15.857 9.616  -0.250
C: 17.864 14.590 8.889  -0.252
O: 16.929 13.857 9.668  -0.083
O: 17.173 16.811 9.465  -0.089
H: 19.107 16.289 9.159  0.110
H: 18.419 15.595 10.657  0.113
H: 18.786 13.995 8.851  0.112
H: 17.461 14.724 7.884  0.110
H: 16.067 14.068 9.275  0.043
H: 16.296 16.392 9.420  0.041
C: 8.395 12.247 11.489  -0.248
C: 8.781 11.328 12.657  -0.230
O: 10.029 11.666 13.231  -0.082
O: 8.002 13.537 11.912  -0.066
H: 7.623 11.831 10.836  0.108
H: 9.260 12.368 10.827  0.116
H: 8.777 10.261 12.399  0.107
H: 8.015 11.331 13.436  0.117
H: 10.737 11.317 12.679  0.055
H: 8.770 14.119 11.782  0.051
C: 13.895 11.977 12.186  -0.224
C: 13.242 11.281 11.012  -0.186
O: 12.205 10.397 11.493  -0.095
O: 14.838 11.120 12.808  -0.057
H: 13.129 12.269 12.908  0.144
H: 14.447 12.848 11.838  0.092
H: 13.884 10.643 10.402  0.122
H: 12.758 11.999 10.340  0.119
H: 11.685 10.083 10.750  0.084
H: 14.431 10.599 13.504  0.098
C: 16.596 18.607 12.121  -0.229
C: 15.438 18.428 13.032  -0.224
O: 14.384 19.356 12.803  -0.052
O: 17.026 19.980 12.213  -0.086
H: 16.342 18.448 11.070  0.105
H: 17.458 17.968 12.326  0.122
H: 15.822 18.525 14.055  0.126
H: 15.040 17.423 12.888  0.101
H: 14.830 20.178 13.046  0.094
H: 17.784 20.122 11.644  0.075
C: 15.640 11.847 6.012  -0.218
C: 14.507 12.335 6.893  -0.251
O: 13.943 13.498 6.309  -0.088
O: 15.942 10.497 6.414  -0.098
H: 16.517 12.484 6.148  0.113
H: 15.343 11.703 4.972  0.120
H: 14.792 12.485 7.938  0.111
H: 13.722 11.571 6.917  0.115
H: 13.361 13.927 6.978  0.039
H: 16.362 10.040 5.685  0.063

This record from the Open Molecules 2025 dataset describes C11H25ClIInN2OP2 as an isolated structure at a distorted geometry. The level of theory is ωB97M-V/def2-TZVPD.

Calculated values
ΔE to the lowest compared entry with this formula, charge and spin = 279.32 kJ/mol
gap between HOMO and LUMO = 4.70 eV
total charge = +2
LUMO level = -9.7 eV
DFT total energy = -61199.35922 eV

Last column: natural (NBO) charge in e.
CARTESIAN COORDINATES (ANGSTROEM)
C: 0.008 1.144 -4.885  -0.835
C: 0.003 1.307 -3.462  0.975
H: 0.016 2.146 -5.393  0.373
H: -0.909 0.565 -5.173  0.359
H: 0.918 0.552 -5.168  0.360
O: 0.015 1.856 -2.431  -0.239
I: 0.026 -3.257 -3.028  -0.136
In: -0.021 -1.229 -1.194  0.679
P: 2.160 -0.024 -0.329  0.947
C: 2.530 1.353 0.820  -0.914
C: 2.883 -1.393 0.643  -0.946
H: 3.935 -1.513 0.360  0.260
H: 4.366 -0.020 -1.262  0.276
H: 2.308 -2.315 0.465  0.281
H: 3.158 -0.326 -2.545  0.245
H: 2.114 1.117 1.808  0.281
H: 2.791 -1.148 1.708  0.269
C: 3.378 0.263 -1.647  -0.957
H: 3.628 1.451 0.880  0.267
H: 3.382 1.326 -1.920  0.248
H: 2.079 2.290 0.462  0.244
P: -2.196 -0.007 -0.353  0.941
C: -2.456 1.361 0.855  -0.914
C: -3.400 0.431 -1.643  -0.953
H: -2.422 -2.303 0.408  0.276
H: -4.021 -1.457 0.281  0.263
H: -2.909 -1.151 1.665  0.272
C: -2.973 -1.371 0.591  -0.943
H: -3.187 -0.087 -2.583  0.241
H: -4.405 0.159 -1.299  0.279
H: -3.541 1.436 1.068  0.267
H: -2.070 2.310 0.450  0.242
H: -3.358 1.511 -1.830  0.251
H: -1.894 1.114 1.771  0.289
Cl: 0.031 -3.294 0.399  -0.543
N: -0.143 -1.172 2.657  -0.369
C: -0.099 -1.181 4.010  -0.019
C: 0.086 0.148 4.406  -0.322
C: 0.133 0.891 3.217  -0.071
N: -0.023 0.079 2.142  -0.393
H: -0.199 -2.009 2.018  0.442
H: -0.193 -2.070 4.607  0.248
H: 0.188 0.563 5.393  0.256
H: 0.283 1.956 3.064  0.223

This record from the Open Molecules 2025 dataset describes C55H44Cl2N5O4P2Sn as an isolated structure at a distorted geometry. The level of theory is ωB97M-V/def2-TZVPD.

Calculated values
gap between HOMO and LUMO (spin up / spin down) = 4.61 / 4.51 eV
total charge = -1
LUMO level (spin up / spin down) = 1.6 / 1.6 eV
DFT total energy = -122822.32872 eV

Last column: Löwdin charge in e.
CARTESIAN COORDINATES (ANGSTROEM)
Sn: 0.280 1.015 -0.938  0.854
O: -3.299 3.419 -6.330  -0.074
C: -2.165 3.830 -5.931  -0.665
O: -1.487 4.775 -6.443  -0.073
C: -1.566 3.129 -4.737  -0.082
C: -0.306 3.509 -4.238  0.065
C: 0.221 2.844 -3.143  -0.175
N: -0.485 1.868 -2.549  -0.044
C: -1.662 1.439 -3.027  -0.188
C: -2.243 2.063 -4.117  0.063
C: -2.160 0.258 -2.295  -0.198
C: -3.389 -0.352 -2.543  0.014
C: -3.749 -1.481 -1.808  -0.069
C: -2.879 -1.976 -0.844  -0.266
C: -1.676 -1.321 -0.649  -0.362
N: -1.297 -0.230 -1.342  -0.031
C: 1.556 3.043 -2.532  -0.193
C: 2.444 4.042 -2.930  -0.009
C: 3.691 4.134 -2.312  -0.098
C: 4.028 3.231 -1.312  -0.124
C: 3.101 2.265 -0.964  -0.183
N: 1.890 2.148 -1.541  -0.098
H: 0.231 4.306 -4.740  0.116
H: -3.196 1.743 -4.523  0.115
H: -4.065 0.034 -3.298  0.119
H: -4.701 -1.968 -1.993  0.107
H: -3.131 -2.852 -0.258  0.097
H: -0.959 -1.663 0.090  -0.051
H: 2.184 4.747 -3.712  0.116
H: 4.392 4.905 -2.616  0.103
H: 4.990 3.277 -0.815  0.114
H: 3.309 1.534 -0.190  0.123
C: -0.956 1.384 2.822  -0.175
N: -0.484 1.247 1.432  -0.442
P: -0.929 2.657 0.316  1.061
C: -2.136 3.602 1.307  -0.351
C: -3.499 3.298 1.149  -0.086
C: -4.482 3.996 1.857  -0.079
C: -4.119 5.012 2.736  -0.088
C: -2.774 5.328 2.909  -0.077
C: -1.792 4.628 2.202  -0.084
C: 0.584 3.672 0.323  -0.379
C: 1.827 3.217 0.775  -0.157
C: 2.963 4.034 0.724  -0.118
C: 2.879 5.317 0.192  -0.106
C: 1.663 5.781 -0.295  -0.088
C: 0.530 4.964 -0.237  -0.110
P: -0.240 -0.493 0.861  0.991
C: 1.182 -1.082 1.845  -0.283
C: 1.961 -0.284 2.694  -0.083
C: 3.056 -0.811 3.388  -0.087
C: 3.405 -2.148 3.234  -0.058
C: 2.660 -2.960 2.385  -0.109
C: 1.564 -2.429 1.696  -0.163
C: -1.699 -1.307 1.595  -0.352
C: -1.696 -1.953 2.841  -0.111
C: -2.838 -2.598 3.323  -0.142
C: -4.004 -2.614 2.564  -0.085
C: -4.031 -1.978 1.326  -0.069
C: -2.889 -1.328 0.847  -0.232
H: -0.626 2.332 3.258  0.076
H: -0.542 0.624 3.492  0.068
H: -2.047 1.311 2.894  0.079
H: -3.811 2.506 0.470  0.105
H: -5.530 3.743 1.720  0.104
H: -4.882 5.557 3.286  0.101
H: -2.485 6.119 3.597  0.103
H: -0.751 4.894 2.373  0.109
H: 1.940 2.210 1.158  0.050
H: 3.915 3.656 1.087  0.117
H: 3.763 5.947 0.145  0.109
H: 1.591 6.775 -0.729  0.106
H: -0.406 5.350 -0.639  0.110
H: 1.733 0.766 2.840  0.087
H: 3.639 -0.169 4.044  0.094
H: 4.258 -2.556 3.769  0.100
H: 2.930 -4.003 2.252  -0.101
H: 1.006 -3.089 1.032  0.032
H: -0.804 -1.963 3.464  0.115
H: -2.812 -3.092 4.291  0.096
H: -4.890 -3.123 2.935  0.100
H: -4.938 -1.991 0.727  0.120
H: -2.935 -0.844 -0.126  0.075
Cl: 3.859 -5.433 2.040  0.817
C: 2.154 -5.196 2.256  -0.619
C: 1.606 -5.597 3.481  -0.080
C: 0.247 -5.434 3.726  -0.055
C: -0.562 -4.861 2.748  -0.082
C: -0.019 -4.457 1.520  -0.483
Cl: -1.117 -3.707 0.411  1.052
C: 1.351 -4.645 1.236  -0.345
N: 1.971 -4.158 0.049  0.066
C: 1.596 -4.468 -1.290  -0.183
C: 1.024 -5.715 -1.595  -0.034
C: 0.690 -6.060 -2.906  -0.096
C: 0.953 -5.173 -3.943  -0.106
C: 1.570 -3.954 -3.669  -0.034
C: 1.918 -3.594 -2.354  -0.138
C: 2.654 -2.285 -2.145  -0.025
C: 1.870 -1.291 -1.292  -0.490
O: 1.965 -1.484 -0.040  -0.113
O: 1.260 -0.381 -1.918  -0.054
H: 2.244 -6.026 4.249  0.107
H: -0.179 -5.732 4.680  0.108
H: -1.619 -4.707 2.949  0.090
H: 2.027 -3.119 0.152  0.077
H: 0.824 -6.428 -0.801  0.109
H: 0.226 -7.019 -3.112  0.097
H: 0.689 -5.428 -4.964  0.095
H: 1.783 -3.271 -4.489  0.112
H: 2.889 -1.815 -3.108  0.124
H: 3.623 -2.493 -1.674  0.137
H: 1.578 1.104 0.233  0.028